Entry from OMol25: a single C3H9N3O molecule (ωB97M-V with the def2-TZVPD basis set).

Cartesian coordinates (Å):
1 C 2.37 -0.46 -0.61
2 N 1.01 -0.04 -0.32
3 C 0.75 0.51 0.97
4 N 0.34 -0.85 0.73
5 O -0.97 -1.10 0.47
6 C -1.73 -0.11 -0.61
7 N -2.67 0.68 0.02
8 H 2.87 -0.89 0.26
9 H 2.93 0.41 -0.96
10 H 2.34 -1.20 -1.41
11 H 1.57 0.62 1.68
12 H 0.00 1.29 1.01
13 H -1.05 0.47 -1.25
14 H -2.17 -0.95 -1.14
15 H -3.28 0.15 0.64
16 H -2.30 1.48 0.52

Structure (SMILES): CN1CN1OCN
Energy above the lowest of the compared OMol25 structures with the same formula, charge and spin, kcal per mole: 115.2
Electronic energy, eV: -9770.5448

***

Entry from OMol25: a single C3H9N3O molecule (ωB97M-V with the def2-TZVPD basis set).

Cartesian coordinates (Å):
1 C -0.30 0.15 -2.05
2 C -0.07 0.15 -0.76
3 N -1.32 -0.56 0.15
4 N -1.82 0.06 1.29
5 C 0.79 0.45 0.34
6 N 1.45 -0.59 1.00
7 O 1.88 1.21 -0.79
8 H -1.22 -0.26 -2.45
9 H 0.40 0.64 -2.72
10 H -1.23 -1.58 0.22
11 H -2.24 -0.56 1.99
12 H -2.54 0.74 1.05
13 H 0.50 1.29 0.96
14 H 1.81 -1.29 0.37
15 H 1.18 -0.61 1.98
16 H 2.73 0.77 -0.60

Structure (SMILES): C=C(NN)[C@@H](N)O
Energy above the lowest of the compared OMol25 structures with the same formula, charge and spin, kcal per mole: 124.7
Electronic energy, eV: -9770.1328

***

Entry from OMol25: a single C3H9N3O molecule (ωB97M-V with the def2-TZVPD basis set).

Cartesian coordinates (Å):
1 C -1.28 1.63 0.17
2 N -0.07 0.99 -0.40
3 C -0.13 -0.29 0.07
4 N 1.21 -0.79 0.15
5 C 2.44 -0.03 -0.27
6 N -1.11 -1.01 0.59
7 O -1.85 -1.21 -0.70
8 H -1.12 2.62 0.33
9 H -2.23 1.63 -0.62
10 H -1.52 0.93 1.14
11 H 1.08 -1.86 -0.04
12 H 3.39 -0.74 -0.07
13 H 2.50 0.58 0.65
14 H 2.44 0.56 -1.26
15 H -0.90 -1.93 0.85
16 H -2.84 -1.08 -0.60

Structure (SMILES): C/N=C(/NC)NO
Energy above the lowest of the compared OMol25 structures with the same formula, charge and spin, kcal per mole: 133.4
Electronic energy, eV: -9769.7548

***

Entry from OMol25: a single C3H9N3O molecule (ωB97M-V with the def2-TZVPD basis set).

Cartesian coordinates (Å):
1 N 0.89 2.59 0.76
2 C 1.59 1.34 0.38
3 N 0.78 0.36 -0.33
4 C -0.60 0.11 0.19
5 C -0.99 -1.23 -0.35
6 N -0.04 -2.15 -0.26
7 O -2.16 -1.43 -0.75
8 H 0.29 2.51 1.64
9 H 1.65 3.11 1.17
10 H 2.37 1.64 -0.27
11 H 2.14 0.83 1.22
12 H 0.90 0.51 -1.37
13 H -0.57 0.00 1.27
14 H -1.33 0.84 -0.13
15 H -0.40 -3.09 -0.32
16 H 0.75 -1.87 0.29

Structure (SMILES): NCNCC(N)=O
Energy above the lowest of the compared OMol25 structures with the same formula, charge and spin, kcal per mole: 26.0
Electronic energy, eV: -9774.4131

***

Entry from OMol25: 2 unconnected molecules or ions with the total composition C3H9N3O (ωB97M-V with the def2-TZVPD basis set).

Cartesian coordinates (Å):
1 C -1.44 -1.18 -1.04
2 C -1.64 -0.29 -0.02
3 N -2.58 0.63 0.06
4 O -0.95 -0.33 1.23
5 H -1.67 -1.10 -2.08
6 H -0.80 -2.06 -0.80
7 H -3.18 0.91 -0.69
8 H -2.62 1.42 0.61
9 H -0.34 -1.09 1.27
10 C 2.66 0.78 1.12
11 N 2.13 -0.17 0.56
12 N 1.59 0.03 -0.65
13 H 2.68 1.82 0.74
14 H 3.09 0.52 2.13
15 H 1.35 -0.75 -1.23
16 H 1.70 0.85 -1.21

Structure (SMILES): C=C(N)O.C=NN
Energy above the lowest of the compared OMol25 structures with the same formula, charge and spin, kcal per mole: 82.4
Electronic energy, eV: -9771.9666

***

Entry from OMol25: a single C3H9N3O molecule (ωB97M-V with the def2-TZVPD basis set).

Cartesian coordinates (Å):
1 H 0.96 -1.78 1.81
2 N 0.81 -2.41 1.00
3 N 0.52 -1.92 -0.08
4 N 0.35 -0.64 -0.35
5 C 0.02 -0.36 -1.73
6 C 0.61 0.48 0.53
7 C -0.59 1.44 0.64
8 O -1.74 0.82 1.13
9 H -1.00 0.01 -1.83
10 H 0.70 0.37 -2.16
11 H 0.10 -1.30 -2.28
12 H 0.84 0.09 1.53
13 H 1.48 1.05 0.17
14 H -0.35 2.24 1.35
15 H -0.78 1.90 -0.34
16 H -1.92 0.02 0.62

Structure (SMILES): [H]/N=N\N(C)CCO
Energy above the lowest of the compared OMol25 structures with the same formula, charge and spin, kcal per mole: 74.0
Electronic energy, eV: -9772.3301

***

Entry from OMol25: 2 unconnected molecules or ions with the total composition C3H9N3O (ωB97M-V with the def2-TZVPD basis set).

Cartesian coordinates (Å):
1 N 1.72 2.68 0.80
2 C 1.12 2.03 -0.12
3 N 0.53 0.78 0.02
4 N 1.23 2.46 -1.44
5 H 1.75 2.11 1.64
6 H 0.98 0.14 0.65
7 H 0.35 0.32 -0.87
8 H 0.39 2.41 -2.01
9 H 1.67 3.37 -1.51
10 C -1.98 -2.07 0.55
11 C -0.66 -2.67 0.17
12 O 0.19 -2.08 -0.44
13 H -2.05 -1.07 0.14
14 H -2.04 -2.03 1.64
15 H -2.79 -2.72 0.21
16 H -0.41 -3.67 0.57

Structure (SMILES): N=C(N)N.CC=O
Energy above the lowest of the compared OMol25 structures with the same formula, charge and spin, kcal per mole: 21.3
Electronic energy, eV: -9774.6137

***

Entry from OMol25: a single C3H9N3O molecule (ωB97M-V with the def2-TZVPD basis set).

Cartesian coordinates (Å):
1 N -1.16 -0.87 0.51
2 C -0.85 0.50 1.25
3 C 0.30 1.30 0.57
4 N 0.46 1.02 -0.90
5 C 0.47 -0.39 -1.42
6 N 1.48 -1.23 -0.76
7 O -0.26 -0.85 -2.36
8 H -1.94 -1.34 0.95
9 H -1.07 -1.41 -0.36
10 H -1.74 1.05 1.38
11 H -0.47 0.06 2.32
12 H 1.34 1.33 1.02
13 H -0.07 2.31 0.40
14 H -0.17 1.65 -1.55
15 H 2.15 -1.88 -1.28
16 H 1.54 -1.25 0.24

Structure (SMILES): NCCNC(N)=O
Energy above the lowest of the compared OMol25 structures with the same formula, charge and spin, kcal per mole: 76.0
Electronic energy, eV: -9772.2434

***

Entry from OMol25: 2 unconnected molecules or ions with the total composition C3H9N3O (ωB97M-V with the def2-TZVPD basis set).

Cartesian coordinates (Å):
1 C -1.35 -1.17 2.07
2 C -0.32 -1.22 1.25
3 C -0.17 -0.40 0.00
4 N -1.24 0.56 -0.17
5 N 1.15 0.29 0.10
6 O 2.12 -0.44 0.08
7 H -1.40 -1.79 2.95
8 H -2.20 -0.54 1.87
9 H 0.52 -1.88 1.43
10 H -0.16 -1.09 -0.86
11 H -1.24 1.19 0.62
12 H -1.07 1.11 -1.00
13 N 1.25 1.22 -1.88
14 H 2.21 0.97 -2.04
15 H 1.19 2.22 -1.71
16 H 0.70 0.98 -2.69

Structure (SMILES): C=C[C@@H](N)N=O.N
Energy above the lowest of the compared OMol25 structures with the same formula, charge and spin, kcal per mole: 96.1
Electronic energy, eV: -9771.3724

***

Entry from OMol25: 2 unconnected molecules or ions with the total composition C3H9N3O (ωB97M-V with the def2-TZVPD basis set).

Cartesian coordinates (Å):
1 H 2.51 0.12 -1.16
2 N 2.06 1.03 -1.29
3 C 1.03 1.08 -0.56
4 C 0.16 2.32 -0.45
5 N 0.71 -0.04 0.17
6 N -0.15 -0.04 1.21
7 C -0.33 -1.15 1.90
8 H 0.05 2.80 -1.43
9 H -0.82 2.08 -0.01
10 H 0.60 3.13 0.18
11 H 1.41 -0.75 0.11
12 H -0.98 -1.31 2.74
13 H 0.16 -2.08 1.61
14 O -2.25 -2.77 -0.95
15 H -2.61 -2.09 -1.54
16 H -1.57 -2.32 -0.53

Structure (SMILES): [H]/N=C(/C)NN=C.O
Energy above the lowest of the compared OMol25 structures with the same formula, charge and spin, kcal per mole: 60.4
Electronic energy, eV: -9772.9217

***

What is the energy above the lowest of the compared OMol25 structures with the same formula, charge and spin in the fourth record?
26.0 kcal per mole

***

What is the electronic energy in the eighth record?
-9772.2434 eV

***

Among the records above, which one has the lowest electronic energy?
number 7